Version a
This record from the Open Molecules 2025 dataset describes C2H6N4O2 in the gas phase. The level of theory is wB97M-V/def2-TZVPD.

## Properties
SMILES: [H]/N=C(/NN)O/C=N\O
LUMO in eV: 0.9
Kohn-Sham gap in eV: 10.19
E_HOMO in eV: -9.3

```
! RIJCOSX wB97M-V def2-TZVPD def2/J DEFGRID3
* xyz 0 1
O -1.8826 0.6652 0.7246
O 0.0285 -0.7774 -0.2255
N 0.1682 1.5618 -0.7568
N -2.2985 -0.5333 0.0726
N 2.4822 -0.7572 0.2395
N 1.8100 0.4436 0.4314
C -1.2525 -1.1541 -0.3919
C 0.5705 0.4944 -0.2252
H 2.9931 -0.9028 1.0903
H -2.6471 1.0347 1.1456
H -0.7043 1.3822 -1.2520
H -1.3751 -2.1307 -0.8936
H 3.1661 -0.8373 -0.5466
H 2.3597 1.3065 0.2586
*
```

---

Version b
This record from the Open Molecules 2025 dataset describes C2H6N4O2 in the gas phase. The level of theory is wB97M-V/def2-TZVPD.

## Properties
SMILES: [H]/N=C(/NO)N/C=N\O
LUMO in eV: 0.6
Kohn-Sham gap in eV: 9.75
E_HOMO in eV: -9.2

```
! RIJCOSX wB97M-V def2-TZVPD def2/J DEFGRID3
* xyz 0 1
O 1.6807 0.7558 -0.7704
O -1.7688 0.2018 -1.9041
N -2.0279 0.4721 0.6602
N 2.1923 -0.3840 -0.1637
N 0.1702 -0.1913 1.1442
N -0.7311 -0.3935 -1.0909
C -0.9293 -0.0066 0.2557
C 1.4568 -0.7554 0.8502
H 2.3304 0.8490 -1.4647
H -1.9010 0.7442 1.6304
H 0.1356 0.0151 -1.4711
H -0.0858 -0.3245 2.1379
H -2.3228 0.6536 -1.1879
H 1.8009 -1.6365 1.3741
*
```

---

Result of the stability comparison: version b is the least stable of them.

---

Version a
This record from the Open Molecules 2025 dataset describes C2H6N4O2 in the gas phase. The level of theory is wB97M-V/def2-TZVPD.

## Properties
SMILES: [H]/N=C(/NO)O/C(N)=N/[H]
LUMO in eV: 0.5
Kohn-Sham gap in eV: 9.32
E_HOMO in eV: -8.8

```
! RIJCOSX wB97M-V def2-TZVPD def2/J DEFGRID3
* xyz 0 1
O -1.3604 -1.7029 -0.6734
O 0.0224 0.6305 -0.3733
N -1.7803 -0.6962 0.2306
N 2.1881 0.5822 -0.3154
N 0.9144 -1.2749 0.5717
N -2.0137 1.5990 0.2175
C 1.0561 -0.0892 0.0837
C -1.2837 0.5968 -0.0049
H 2.1112 1.5649 -0.6286
H 3.0832 0.3364 0.0499
H -1.5217 2.4850 -0.0043
H -0.4512 -1.8089 -0.2877
H 1.8332 -1.5321 0.8923
H -2.7975 -0.6907 0.2421
*
```

---

Version b
This record from the Open Molecules 2025 dataset describes 3 unconnected molecules or ions with the total composition C2H6N4O2. The level of theory is wB97M-V/def2-TZVPD.

## Properties
LUMO in eV: -1.1
Kohn-Sham gap in eV: 8.10
E_HOMO in eV: -9.2

```
! RIJCOSX wB97M-V def2-TZVPD def2/J DEFGRID3
* xyz 0 1
O -3.3446 -0.1540 -0.2842
O -1.4343 1.5904 0.3097
N -2.0586 -0.6240 0.2835
N 2.5353 -0.7254 -0.0387
N 2.4645 0.6910 -0.1829
N 0.1532 0.0653 -0.1373
C 1.2712 1.0982 -0.0312
C -1.2215 0.3387 0.1279
H -1.6314 -1.6609 -0.0073
H -3.1827 0.6826 -0.7729
H 1.2014 2.1218 -0.2426
H 1.0035 -1.2189 0.8886
H 3.7855 -1.1891 0.6130
H 0.4585 -1.0155 -0.5256
*
```

---

Result of the stability comparison: version b is the least stable of them.

---

Version a
This record from the Open Molecules 2025 dataset describes C2H6N4O2 in the gas phase. The level of theory is wB97M-V/def2-TZVPD.

## Properties
SMILES: N/N=C(\NN)OC=O
LUMO in eV: 0.5
Kohn-Sham gap in eV: 9.21
E_HOMO in eV: -8.7

```
! RIJCOSX wB97M-V def2-TZVPD def2/J DEFGRID3
* xyz 0 1
O 0.1391 1.3470 0.6801
O 1.5957 0.1799 1.6546
N 0.2552 -0.1705 -0.9929
N 1.6309 -0.1867 -1.1922
N -1.5879 -0.3005 0.3795
N -1.9424 -1.3017 -0.7086
C -0.4554 0.2171 0.0225
C 1.0093 1.2195 1.7879
H 1.7743 1.0594 -1.0013
H 2.0776 -0.4896 -0.3136
H -0.0776 -1.1685 -1.2330
H 0.9417 1.9112 2.7549
H -2.8570 -1.6788 -0.3322
H -2.5036 -0.6378 -1.5056
*
```

---

Version b
This record from the Open Molecules 2025 dataset describes C2H6N4O2 in the gas phase. The level of theory is wB97M-V/def2-TZVPD.

## Properties
LUMO (spin up / spin down) in eV: 0.7 / 0.7
Kohn-Sham gap (spin up / spin down) in eV: 7.29 / 7.51
E_HOMO (spin up / spin down) in eV: -6.6 / -6.9

```
! RIJCOSX wB97M-V def2-TZVPD def2/J DEFGRID3
* xyz 0 1
O -1.4108 -0.6413 1.8138
O -1.0362 0.5229 -1.5947
N -0.3924 -0.4737 0.8383
N -0.1012 -1.3873 0.0545
N 0.2351 0.0651 -1.8296
N 1.1915 0.5682 -1.0960
C 1.2063 1.1087 0.1567
C 0.4443 0.5824 1.1590
H -0.7967 -2.1865 -0.1607
H 1.9993 0.5806 -1.7472
H 1.9479 1.9464 0.4298
H -1.9722 -1.4658 1.7747
H -1.5776 -0.1731 -1.8959
H 0.2626 0.9535 2.0972
*
```

---

Result of the stability comparison: version b is the least stable of them.

---

Version a
This record from the Open Molecules 2025 dataset describes 2 unconnected molecules or ions with the total composition C4H11NO2. The level of theory is wB97M-V/def2-TZVPD.

## Properties
SMILES: CC(=O)O.CNC
LUMO in eV: 0.9
Kohn-Sham gap in eV: 10.48
E_HOMO in eV: -9.6

```
! RIJCOSX wB97M-V def2-TZVPD def2/J DEFGRID3
* xyz 0 1
O -0.4775 1.9021 1.0406
O -1.0181 0.8912 -0.8865
N -0.5875 -1.5352 0.2996
C -0.1489 -1.2943 1.6700
C 0.4981 -1.8362 -0.6229
C 0.4152 2.7523 -1.0298
C -0.3931 1.8247 -0.1562
H -1.1226 0.0522 -0.3488
H -0.2341 3.1809 -1.7905
H 0.1426 -2.2105 2.1912
H -1.2744 -2.2751 0.2906
H 1.1807 2.1519 -1.5207
H 1.2448 -1.0474 -0.5674
H 0.6980 -0.6129 1.6825
H 0.9841 -2.7963 -0.4070
H 0.8924 3.5297 -0.4421
H 0.1301 -1.8736 -1.6469
H -0.9294 -0.8037 2.2444
*
```

---

Version b
This record from the Open Molecules 2025 dataset describes a molecular structure, C4H11NO2. The level of theory is wB97M-V/def2-TZVPD.

## Properties
LUMO in eV: 0.8
Kohn-Sham gap in eV: 8.57
E_HOMO in eV: -7.8

```
! RIJCOSX wB97M-V def2-TZVPD def2/J DEFGRID3
* xyz 0 1
O -2.0359 -0.5982 -1.4248
O -1.0497 -2.1598 0.0145
N 1.0161 0.2195 -0.1027
C 2.1983 -0.6067 0.0054
C -0.4300 1.9569 0.4589
C -1.5732 -0.8439 -0.1124
C 0.8729 1.3319 0.5518
H -0.7546 2.1380 -0.5657
H 1.5310 1.5464 1.3984
H -0.4936 2.8926 1.0078
H -1.6828 -2.7983 -0.3493
H -1.2629 -0.4966 -1.9962
H 2.8145 -0.3204 0.8626
H -0.1837 -0.3323 -0.1110
H 2.7874 -0.5401 -0.9108
H 1.8646 -1.6407 0.1110
H -2.4788 -0.7629 0.5023
H -1.1395 1.0147 0.6603
*
```

---

Result of the stability comparison: version b is the least stable of them.

---

Version a
This record from the Open Molecules 2025 dataset describes C4H11NO2 in the gas phase. The level of theory is wB97M-V/def2-TZVPD.

## Properties
SMILES: N[C@@H](CO)CCO
LUMO in eV: 0.7
Kohn-Sham gap in eV: 10.38
E_HOMO in eV: -9.6

```
! RIJCOSX wB97M-V def2-TZVPD def2/J DEFGRID3
* xyz 0 1
O -2.7937 -0.5502 0.0055
O 2.3289 -0.2080 -1.0282
N -0.0987 -1.2319 0.7172
C -1.7959 0.4633 0.0334
C 2.0589 0.6782 0.0301
C -0.3807 -0.0474 -0.1500
C 0.5962 1.0841 0.1052
H -0.2587 -0.3602 -1.1808
H -1.9777 1.1100 -0.8135
H 0.3198 1.9230 -0.5423
H -0.7706 -1.2983 1.4697
H 2.3633 0.3029 1.0035
H 0.8179 -1.1343 1.1315
H -2.3974 -1.3691 0.3437
H -1.9131 1.1132 0.9108
H 2.6091 -1.0848 -0.7361
H 0.3714 1.4528 1.1044
H 2.6940 1.5616 -0.0814
*
```

---

Version b
This record from the Open Molecules 2025 dataset describes C4H11NO2 in the gas phase. The level of theory is wB97M-V/def2-TZVPD.

## Properties
SMILES: N[C@H](CO)CCO
LUMO in eV: 0.9
Kohn-Sham gap in eV: 10.06
E_HOMO in eV: -9.1

```
! RIJCOSX wB97M-V def2-TZVPD def2/J DEFGRID3
* xyz 0 1
O 1.3179 2.4417 -0.8740
O -0.8302 -2.6227 -0.1504
N 1.2732 -0.0385 0.5098
C -1.0457 -1.6557 0.8620
C -1.1279 -0.2869 0.1967
C 0.1623 1.8297 -0.3094
C 0.1551 0.2727 -0.3007
H -1.7372 -0.3487 -0.7048
H -0.1493 -3.1627 0.1886
H -0.1222 -1.7251 1.4184
H 1.0314 -0.0118 1.5121
H -0.8466 2.2899 -0.7756
H 0.1009 2.1635 0.7474
H -1.5433 0.5209 0.8450
H 1.4915 2.2072 -1.7901
H -1.8899 -1.8191 1.5366
H 1.8899 0.7426 0.3637
H 0.0979 -0.0986 -1.4062
*
```

---

Version c
This record from the Open Molecules 2025 dataset describes C4H11NO2 in the gas phase. The level of theory is wB97M-V/def2-TZVPD.

## Properties
SMILES: N[C@H](CO)CCO
LUMO in eV: 0.9
Kohn-Sham gap in eV: 10.26
E_HOMO in eV: -9.4

```
! RIJCOSX wB97M-V def2-TZVPD def2/J DEFGRID3
* xyz 0 1
O 1.9896 1.2646 -1.7054
O -2.8436 -0.0956 0.4602
N 0.3655 -0.9879 -0.9135
C 1.5481 1.0549 -0.1397
C -1.6731 -0.8586 0.9415
C -0.4529 -0.0770 1.2305
C 0.2364 0.2739 -0.1807
H -2.8586 -0.2582 -0.4830
H -0.6123 0.7927 1.9064
H 1.3362 -1.2098 -0.9048
H 0.3826 -0.7052 1.5240
H -1.8552 -1.7064 1.7562
H -0.0671 -0.9919 -1.9057
H -0.4154 0.9918 -0.7382
H 1.3972 2.0598 0.2156
H 2.2631 0.2538 0.2754
H 2.6822 1.8384 -1.4829
H -1.4227 -1.6392 0.1441
*
```

---

Result of the stability comparison: version c is the least stable of them.

---

Version a
This record from the Open Molecules 2025 dataset describes 2 unconnected molecules or ions with the total composition C4H11NO2. The level of theory is wB97M-V/def2-TZVPD.

## Properties
SMILES: CCCNC=O.O
LUMO in eV: 0.7
Kohn-Sham gap in eV: 10.45
E_HOMO in eV: -9.8

```
! RIJCOSX wB97M-V def2-TZVPD def2/J DEFGRID3
* xyz 0 1
O -4.5364 0.5609 1.6754
O -1.6247 1.9468 -0.8867
N -0.0994 0.4571 0.0486
C -1.3400 1.0657 -0.1212
C 1.9721 -1.4850 0.1933
C 2.1521 -0.2098 -0.6776
C 0.8230 0.4704 -1.0616
H 1.6737 -1.3027 1.2335
H 1.0715 1.4819 -1.4142
H 2.8145 0.4351 -0.1049
H 1.2111 -2.1098 -0.2697
H -4.3249 -0.2037 2.2593
H -3.8029 0.6451 1.0567
H 0.3922 0.1054 -2.0002
H -2.1051 0.3560 0.2816
H 2.6542 -0.5436 -1.5862
H 2.9312 -1.9703 0.3632
H 0.1379 0.3005 1.0107
*
```

---

Version b
This record from the Open Molecules 2025 dataset describes 2 unconnected molecules or ions with the total composition C4H11NO2. The level of theory is wB97M-V/def2-TZVPD.

## Properties
LUMO in eV: -4.2
Kohn-Sham gap in eV: 5.23
E_HOMO in eV: -9.5

```
! RIJCOSX wB97M-V def2-TZVPD def2/J DEFGRID3
* xyz 0 1
O 1.3449 -1.4830 -1.3025
O -1.5022 -2.0503 -1.0653
N 1.0781 -0.0023 0.5663
C -0.0269 2.0898 -0.0462
C 1.2071 -1.3600 0.1229
C -0.1346 0.5717 -0.0263
C -1.3727 0.0426 0.7104
H 1.8875 0.5511 0.3353
H 0.2349 -1.8192 0.3087
H -0.1907 0.2010 -1.0478
H 1.9958 -1.8936 0.6424
H -1.8752 -0.7399 0.0637
H 0.5109 -1.9092 -1.5483
H -2.0906 0.8444 0.8896
H 0.3166 2.5028 0.9031
H -1.1350 -0.4375 1.6550
H 0.7113 2.3333 -0.8137
H -0.9592 2.5582 -0.3472
*
```

---

Result of the stability comparison: version b is the least stable of them.

---

Version a
This record from the Open Molecules 2025 dataset describes C4H11NO2 in the gas phase. The level of theory is wB97M-V/def2-TZVPD.

## Properties
SMILES: C[C@@H](O)[C@@H](N)CO
LUMO in eV: 0.9
Kohn-Sham gap in eV: 9.62
E_HOMO in eV: -8.8

```
! RIJCOSX wB97M-V def2-TZVPD def2/J DEFGRID3
* xyz 0 1
O -0.2205 1.5626 1.1205
O -0.7633 -0.3569 -2.0787
N -0.2826 -1.6325 1.2725
C 1.4442 1.2294 -0.5508
C -0.0354 -0.6832 0.1965
C 0.6791 0.5916 0.5847
C -1.2644 -0.4379 -0.7154
H -1.9901 -1.2494 -0.5899
H -0.6497 -2.5553 1.1256
H -1.7234 0.5170 -0.3604
H 0.6805 -1.1831 -0.4638
H 2.2073 0.6491 -1.0782
H -1.3886 -0.9109 -2.5486
H 1.8401 2.1605 -0.1564
H 0.0183 1.8546 1.9964
H -0.6250 -1.2926 2.1582
H 0.7118 1.3881 -1.3563
H 1.3617 0.3487 1.4444
*
```

---

Version b
This record from the Open Molecules 2025 dataset describes 2 unconnected molecules or ions with the total composition C4H11NO2. The level of theory is wB97M-V/def2-TZVPD.

## Properties
LUMO in eV: 0.6
Kohn-Sham gap in eV: 9.18
E_HOMO in eV: -8.6

```
! RIJCOSX wB97M-V def2-TZVPD def2/J DEFGRID3
* xyz 0 1
O 1.1881 1.8398 -0.5767
O -1.0923 0.8301 0.8049
N 1.0660 -0.0083 0.8648
C 1.6569 -1.3508 0.7787
C 0.6855 0.7550 -0.4241
C 0.1316 -0.1083 -1.5236
C -2.3696 0.8189 0.2550
H 1.9247 -1.6936 1.7781
H -2.5289 1.6901 -0.3986
H 1.6382 0.6399 1.4017
H 0.9513 -0.4634 -2.1549
H -0.5233 0.5146 -2.1304
H -0.4382 -0.9577 -1.1539
H 0.9221 -2.0349 0.3597
H -0.0346 0.0882 1.2658
H 2.5443 -1.3404 0.1449
H -3.1359 0.8715 1.0418
H -2.5859 -0.0908 -0.3332
*
```

---

Result of the stability comparison: version b is the least stable of them.